Here is a 10-piece molecular cluster, C88H192N10O2 overall in a non-equilibrium geometry from OMol25. Energies are from wB97M-V/def2-TZVPD.

Summary:
* E_HOMO (alpha / beta): -10.84 / -11.00 eV
* multiplicity: 2
* Kohn-Sham gap (alpha / beta): 0.105 / 0.102 hartree
* net charge: +5

Each atom is followed by the atoms it is bonded to, with distances in Å.
Atoms and positions in Å:
1 C 3.5705 -0.5997 -0.3704  C2 1.576, H12 1.090, H13 1.090, H14 1.090
2 C 2.0997 -1.1552 -0.2585  C1 1.576, C3 1.660, N7 1.497, C11 1.510
3 C 1.5141 -0.1982 0.9644  C2 1.660, C4 1.546, H15 1.090, H16 1.090
4 C -0.0298 -0.1491 1.0146  C3 1.546, C5 1.502, H17 1.090, H18 1.090
5 C -0.5760 0.2389 -0.3298  C4 1.502, C6 1.613, H19 1.090, H20 1.090
6 C -0.1172 -0.7821 -1.4912  C5 1.613, N7 1.477, C9 1.582, C10 1.492
7 N 1.3580 -0.8514 -1.5234  C2 1.497, C6 1.477, O8 1.463
8 O 1.9009 -1.6021 -2.6563  N7 1.463
9 C -0.6338 -0.1421 -2.8429  C6 1.582, H21 1.090, H22 1.090, H23 1.090
10 C -0.8269 -2.0678 -1.2274  C6 1.492, H24 1.090, H25 1.090, H26 1.090
11 C 2.0722 -2.5717 0.2647  C2 1.510, H27 1.090, H28 1.090, H29 1.090
12 H 3.6203 0.4397 -0.6948  C1 1.090
13 H 4.1404 -1.1037 -1.1510  C1 1.090
14 H 4.1106 -0.6685 0.5739  C1 1.090
15 H 1.8926 0.8224 0.9061  C3 1.090
16 H 1.7956 -0.5947 1.9399  C3 1.090
17 H -0.3143 0.5568 1.7948  C4 1.090
18 H -0.3758 -1.0348 1.5475  C4 1.090
19 H -0.3291 1.2762 -0.5560  C5 1.090
20 H -1.6643 0.2216 -0.2718  C5 1.090
21 H -0.2678 -0.7846 -3.6437  C9 1.090
22 H -0.3671 0.9095 -2.9483  C9 1.090
23 H -1.7132 -0.2312 -2.9654  C9 1.090
24 H -0.8212 -2.6620 -2.1412  C10 1.090
25 H -1.8990 -1.9102 -1.1096  C10 1.090
26 H -0.3907 -2.6302 -0.4019  C10 1.090
27 H 1.2896 -2.8930 0.9521  C11 1.090
28 H 2.8672 -2.6723 1.0037  C11 1.090
29 H 2.2313 -3.3311 -0.5009  C11 1.090
30 C 1.2786 6.5808 -6.2273  C31 1.583, H41 1.090, H42 1.090, H43 1.090
31 C 0.8568 6.7865 -4.7157  C30 1.583, C32 1.517, N36 1.536, C40 1.541
32 C -0.6346 6.5160 -4.6431  C31 1.517, C33 1.527, H44 1.090, H45 1.090
33 C -1.2222 6.5091 -3.2337  C32 1.527, C34 1.541, H46 1.090, H47 1.090
34 C -0.5098 5.3401 -2.5252  C33 1.541, C35 1.568, H48 1.090, H49 1.090
35 C 1.0520 5.4666 -2.4592  C34 1.568, N36 1.465, C38 1.522, C39 1.519
36 N 1.5388 5.7482 -3.8122  C31 1.536, C35 1.465, O37 1.436
37 O 2.9672 5.7741 -3.9595  N36 1.436
38 C 1.3888 4.0847 -1.9182  C35 1.522, H50 1.090, H51 1.090, H52 1.090
39 C 1.4862 6.5192 -1.4539  C35 1.519, H53 1.090, H54 1.090, H55 1.090
40 C 1.0739 8.2709 -4.3646  C31 1.541, H56 1.090, H57 1.090, H58 1.090
41 H 2.2326 7.0928 -6.3528  C30 1.090
42 H 0.4854 7.1045 -6.7609  C30 1.090
43 H 1.3998 5.5421 -6.5349  C30 1.090
44 H -0.7810 5.5238 -5.0698  C32 1.090
45 H -1.1534 7.3057 -5.1865  C32 1.090
46 H -2.2691 6.2315 -3.3564  C33 1.090
47 H -1.0710 7.4255 -2.6632  C33 1.090
48 H -0.6995 4.4770 -3.1633  C34 1.090
49 H -1.0782 5.0544 -1.6402  C34 1.090
50 H 2.4562 3.9114 -1.7817  C38 1.090
51 H 1.0189 3.2655 -2.5348  C38 1.090
52 H 0.7934 3.8449 -1.0372  C38 1.090
53 H 1.5754 6.2240 -0.4084  C39 1.090
54 H 0.9215 7.4390 -1.6060  C39 1.090
55 H 2.5219 6.7928 -1.6550  C39 1.090
56 H 2.1215 8.3232 -4.0680  C40 1.090
57 H 0.4726 8.5954 -3.5153  C40 1.090
58 H 1.0930 9.0095 -5.1660  C40 1.090
59 C 3.3994 0.0874 4.6755  C60 1.524, H68 1.090, H69 1.090, H70 1.090
60 C 3.2768 0.9744 5.9087  C59 1.524, C61 1.511, H71 1.090, H72 1.090
61 C 2.0872 0.6969 6.7981  C60 1.511, N62 1.512, H73 1.090, H74 1.090
62 N 2.0551 1.4445 8.1119  C61 1.512, C63 1.553, C64 1.541, C67 1.538
63 C 3.3455 1.2015 8.9421  N62 1.553, H75 1.090, H76 1.090, H77 1.090
64 C 0.8617 1.0762 9.0147  N62 1.541, C65 1.512, H78 1.090, H79 1.090
65 C -0.2413 2.0061 8.5632  C64 1.512, C66 1.505, H80 1.090, H81 1.090
66 C 0.3713 3.0808 7.7057  C65 1.505, C67 1.486, H82 1.090, H83 1.090
67 C 1.8312 2.9575 7.9516  N62 1.538, C66 1.486, H84 1.090, H85 1.090
68 H 3.2668 -0.9489 4.9862  C59 1.090
69 H 4.3843 0.1219 4.2098  C59 1.090
70 H 2.5963 0.3296 3.9795  C59 1.090
71 H 3.3494 1.9886 5.5158  C60 1.090
72 H 4.1732 0.8443 6.5151  C60 1.090
73 H 2.1178 -0.3516 7.0941  C61 1.090
74 H 1.1568 0.8274 6.2455  C61 1.090
75 H 3.5202 0.1436 8.7463  C63 1.090
76 H 3.0479 1.5159 9.9425  C63 1.090
77 H 4.0441 1.9578 8.5842  C63 1.090
78 H 1.0556 1.2873 10.0663  C64 1.090
79 H 0.5377 0.0507 8.8371  C64 1.090
80 H -0.7826 2.5395 9.3447  C65 1.090
81 H -0.8963 1.3592 7.9796  C65 1.090
82 H -0.0631 4.0486 7.9561  C66 1.090
83 H 0.2765 2.9442 6.6284  C66 1.090
84 H 2.1116 3.3946 8.9100  C67 1.090
85 H 2.4332 3.4123 7.1649  C67 1.090
86 C -3.8909 2.1393 7.4018  C87 1.545, H95 1.090, H96 1.090, H97 1.090
87 C -3.7072 3.0909 6.1987  C86 1.545, C88 1.540, H98 1.090, H99 1.090
88 C -4.2446 2.4107 4.9261  C87 1.540, N89 1.509, H100 1.090, H101 1.090
89 N -4.0858 3.1649 3.6284  C88 1.509, C90 1.582, C91 1.603, C94 1.574
90 C -4.9318 4.5011 3.6120  N89 1.582, H102 1.090, H103 1.090, H104 1.090
91 C -4.7871 2.3561 2.4359  N89 1.603, C92 1.479, H105 1.090, H106 1.090
92 C -3.9478 2.6886 1.2648  C91 1.479, C93 1.524, H107 1.090, H108 1.090
93 C -2.5303 2.5415 1.8053  C92 1.524, C94 1.542, H109 1.090, H110 1.090
94 C -2.5999 3.3223 3.1331  N89 1.574, C93 1.542, H111 1.090, H112 1.090
95 H -4.8965 1.7213 7.3563  C86 1.090
96 H -3.8566 2.7316 8.3162  C86 1.090
97 H -3.3380 1.2075 7.5216  C86 1.090
98 H -2.6462 3.2898 6.0482  C87 1.090
99 H -4.3181 3.9915 6.2608  C87 1.090
100 H -5.3185 2.2665 5.0439  C88 1.090
101 H -3.6656 1.5143 4.7040  C88 1.090
102 H -5.9959 4.2861 3.7109  C90 1.090
103 H -4.8303 5.0445 2.6726  C90 1.090
104 H -4.4153 5.1410 4.3273  C90 1.090
105 H -5.8716 2.4494 2.3799  C91 1.090
106 H -4.5577 1.3287 2.7183  C91 1.090
107 H -4.1907 3.6508 0.8139  C92 1.090
108 H -3.9274 1.9008 0.5118  C92 1.090
109 H -1.7478 2.8768 1.1247  C93 1.090
110 H -2.2563 1.5202 2.0700  C93 1.090
111 H -2.4520 4.3986 3.0436  C94 1.090
112 H -1.9040 2.9349 3.8772  C94 1.090
113 C -1.9618 1.0580 -6.3276  C114 1.552, H123 1.090, H124 1.090, H125 1.090
114 C -1.3475 2.3158 -6.9979  C113 1.552, C115 1.565, H126 1.090, H127 1.090
115 C 0.2165 2.3179 -6.9335  C114 1.565, C116 1.566, H128 1.090, H129 1.090
116 C 0.8083 2.2875 -5.4836  C115 1.566, N117 1.604, H130 1.090, H131 1.090
117 N 2.3702 1.9270 -5.4277  C116 1.604, C118 1.534, C121 1.549, C122 1.594
118 C 2.8709 1.9057 -3.9775  N117 1.534, C119 1.482, H132 1.090, H133 1.090
119 C 4.1794 1.2097 -3.9593  C118 1.482, C120 1.530, H134 1.090, H135 1.090
120 C 3.9103 0.0963 -4.9736  C119 1.530, C121 1.531, H136 1.090, H137 1.090
121 C 2.6466 0.4406 -5.7659  N117 1.549, C120 1.531, H138 1.090, H139 1.090
122 C 3.1957 2.8954 -6.3877  N117 1.594, H140 1.090, H141 1.090, H142 1.090
123 H -1.9241 0.9682 -5.2420  C113 1.090
124 H -1.6039 0.1556 -6.8231  C113 1.090
125 H -3.0066 1.1948 -6.6065  C113 1.090
126 H -1.7648 3.2137 -6.5421  C114 1.090
127 H -1.5084 2.2490 -8.0739  C114 1.090
128 H 0.5418 3.2059 -7.4755  C115 1.090
129 H 0.5642 1.4274 -7.4572  C115 1.090
130 H 0.3074 1.4477 -5.0019  C116 1.090
131 H 0.6413 3.2453 -4.9909  C116 1.090
132 H 2.9532 2.9437 -3.6553  C118 1.090
133 H 2.1951 1.2644 -3.4117  C118 1.090
134 H 5.0156 1.8846 -4.1423  C119 1.090
135 H 4.3352 0.7350 -2.9905  C119 1.090
136 H 4.7867 0.0597 -5.6207  C120 1.090
137 H 3.7914 -0.8808 -4.5054  C120 1.090
138 H 2.7564 0.3880 -6.8491  C121 1.090
139 H 1.7865 -0.1576 -5.4650  C121 1.090
140 H 4.2651 2.9240 -6.1787  C122 1.090
141 H 2.8073 3.9009 -6.2262  C122 1.090
142 H 3.0038 2.6415 -7.4302  C122 1.090
143 C 1.2684 4.9036 4.1594  C144 1.554, H153 1.090, H154 1.090, H155 1.090
144 C 1.2478 4.8834 2.6058  C143 1.554, C145 1.550, H156 1.090, H157 1.090
145 C 2.3184 3.9583 1.9738  C144 1.550, C146 1.627, H158 1.090, H159 1.090
146 C 3.8533 4.4819 2.0994  C145 1.627, N147 1.611, H160 1.090, H161 1.090
147 N 4.9883 3.4236 1.6649  C146 1.611, C148 1.524, C151 1.526, C152 1.523
148 C 6.3805 3.8717 2.0923  N147 1.524, C149 1.514, H162 1.090, H163 1.090
149 C 7.3040 3.2105 1.0904  C148 1.514, C150 1.515, H164 1.090, H165 1.090
150 C 6.4350 2.7913 -0.0772  C149 1.515, C151 1.490, H166 1.090, H167 1.090
151 C 5.0125 3.1652 0.1608  N147 1.526, C150 1.490, H168 1.090, H169 1.090
152 C 4.6302 2.0743 2.2743  N147 1.523, H170 1.090, H171 1.090, H172 1.090
153 H 2.2914 4.9468 4.5333  C143 1.090
154 H 0.8227 4.0024 4.5803  C143 1.090
155 H 0.8119 5.8178 4.5388  C143 1.090
156 H 1.4936 5.8738 2.2227  C144 1.090
157 H 0.2292 4.6955 2.2662  C144 1.090
158 H 1.9909 3.8411 0.9408  C145 1.090
159 H 2.2094 2.9728 2.4267  C145 1.090
160 H 4.0637 4.7205 3.1420  C146 1.090
161 H 3.9536 5.4024 1.5244  C146 1.090
162 H 6.5255 3.5655 3.1283  C148 1.090
163 H 6.3318 4.9552 1.9830  C148 1.090
164 H 7.8773 2.3737 1.4894  C149 1.090
165 H 8.1639 3.8283 0.8314  C149 1.090
166 H 6.5020 1.7070 -0.1660  C150 1.090
167 H 6.8525 3.1953 -0.9995  C150 1.090
168 H 4.2862 2.4188 -0.1609  C151 1.090
169 H 4.8802 4.1083 -0.3696  C151 1.090
170 H 5.4423 1.3579 2.1506  C152 1.090
171 H 3.7126 1.6623 1.8543  C152 1.090
172 H 4.5105 2.2805 3.3379  C152 1.090
173 C -4.3964 -9.3617 2.2474  C174 1.538, H183 1.090, H184 1.090, H185 1.090
174 C -3.6061 -8.1127 2.6726  C173 1.538, C175 1.551, H186 1.090, H187 1.090
175 C -4.1673 -6.7869 2.0962  C174 1.551, C176 1.517, H188 1.090, H189 1.090
176 C -3.2008 -5.6337 2.2878  C175 1.517, N177 1.543, H190 1.090, H191 1.090
177 N -3.6456 -4.2886 1.6753  C176 1.543, C178 1.513, C181 1.543, C182 1.538
178 C -2.6756 -3.2057 2.0952  N177 1.513, C179 1.554, H192 1.090, H193 1.090
179 C -3.4915 -1.8999 1.8888  C178 1.554, C180 1.561, H194 1.090, H195 1.090
180 C -4.9618 -2.3378 2.1772  C179 1.561, C181 1.505, H196 1.090, H197 1.090
181 C -4.9274 -3.8256 2.3981  N177 1.543, C180 1.505, H198 1.090, H199 1.090
182 C -3.7360 -4.3311 0.1403  N177 1.538, H200 1.090, H201 1.090, H202 1.090
183 H -3.9607 -10.3552 2.3529  C173 1.090
184 H -4.3817 -9.3566 1.1575  C173 1.090
185 H -5.4391 -9.3870 2.5638  C173 1.090
186 H -2.6087 -8.2025 2.2422  C174 1.090
187 H -3.4036 -7.9339 3.7286  C174 1.090
188 H -5.1069 -6.4614 2.5426  C175 1.090
189 H -4.3317 -6.9413 1.0297  C175 1.090
190 H -2.2102 -5.8193 1.8725  C176 1.090
191 H -2.9512 -5.3682 3.3151  C176 1.090
192 H -1.7909 -3.1778 1.4591  C178 1.090
193 H -2.3749 -3.2422 3.1423  C178 1.090
194 H -3.5739 -1.4862 0.8837  C179 1.090
195 H -3.0339 -1.1771 2.5644  C179 1.090
196 H -5.6210 -2.1060 1.3407  C180 1.090
197 H -5.4410 -1.8816 3.0434  C180 1.090
198 H -5.8054 -4.2762 1.9353  C181 1.090
199 H -4.7727 -3.9837 3.4654  C181 1.090
200 H -4.4514 -5.1152 -0.1079  C182 1.090
201 H -2.8012 -4.7699 -0.2084  C182 1.090
202 H -4.0994 -3.3962 -0.2863  C182 1.090
203 C -4.8991 -0.4403 -2.1772  C204 1.529, H213 1.090, H214 1.090, H215 1.090
204 C -6.1187 0.4609 -2.3755  C203 1.529, C205 1.465, H216 1.090, H217 1.090
205 C -7.1316 0.2348 -1.3421  C204 1.465, C206 1.482, H218 1.090, H219 1.090
206 C -8.3148 1.1229 -1.4302  C205 1.482, N207 1.540, H220 1.090, H221 1.090
207 N -9.2927 1.0154 -0.2447  C206 1.540, C208 1.602, C211 1.552, C212 1.615
208 C -10.7972 1.1924 -0.7669  N207 1.602, C209 1.559, H222 1.090, H223 1.090
209 C -10.9993 2.7361 -0.8480  C208 1.559, C210 1.492, H224 1.090, H225 1.090
210 C -10.0338 3.2053 0.1882  C209 1.492, C211 1.451, H226 1.090, H227 1.090
211 C -9.1166 2.2163 0.7219  N207 1.552, C210 1.451, H228 1.090, H229 1.090
212 C -9.2113 -0.3861 0.5538  N207 1.615, H230 1.090, H231 1.090, H232 1.090
213 H -5.0899 -1.4644 -1.8563  C203 1.090
214 H -4.2664 -0.0418 -1.3841  C203 1.090
215 H -4.2956 -0.3923 -3.0836  C203 1.090
216 H -6.6906 0.2526 -3.2797  C204 1.090
217 H -5.7525 1.4855 -2.3112  C204 1.090
218 H -6.7819 0.3117 -0.3125  C205 1.090
219 H -7.5213 -0.7728 -1.4870  C205 1.090
220 H -8.8645 0.9549 -2.3563  C206 1.090
221 H -8.0451 2.1790 -1.4373  C206 1.090
222 H -11.3798 0.7568 0.0447  C208 1.090
223 H -11.0557 0.6365 -1.6682  C208 1.090
224 H -12.0067 3.0161 -0.5401  C209 1.090
225 H -10.8347 3.1931 -1.8238  C209 1.090
226 H -10.6332 3.4439 1.0667  C210 1.090
227 H -9.4333 4.0915 -0.0169  C210 1.090
228 H -9.4397 1.9674 1.7327  C211 1.090
229 H -8.0717 2.5265 0.7241  C211 1.090
230 H -9.5204 -1.1221 -0.1884  C212 1.090
231 H -9.9890 -0.3023 1.3130  C212 1.090
232 H -8.2397 -0.7579 0.8790  C212 1.090
233 C 5.7156 -4.8471 3.3279  C234 1.530, H243 1.090, H244 1.090, H245 1.090
234 C 4.5671 -4.7678 2.3206  C233 1.530, C235 1.560, H246 1.090, H247 1.090
235 C 4.9951 -5.0486 0.8473  C234 1.560, C236 1.542, H248 1.090, H249 1.090
236 C 5.8258 -3.8917 0.2576  C235 1.542, N237 1.586, H250 1.090, H251 1.090
237 N 6.0917 -3.9747 -1.3040  C236 1.586, C238 1.582, C241 1.498, C242 1.569
238 C 4.7605 -4.1431 -2.1422  N237 1.582, C239 1.477, H252 1.090, H253 1.090
239 C 5.1288 -3.6313 -3.4782  C238 1.477, C240 1.487, H254 1.090, H255 1.090
240 C 6.3006 -2.7225 -3.3650  C239 1.487, C241 1.569, H256 1.090, H257 1.090
241 C 6.6650 -2.6990 -1.8394  N237 1.498, C240 1.569, H258 1.090, H259 1.090
242 C 7.0909 -5.1555 -1.5688  N237 1.569, H260 1.090, H261 1.090, H262 1.090
243 H 6.5084 -4.1463 3.0663  C233 1.090
244 H 6.0592 -5.8748 3.4454  C233 1.090
245 H 5.3070 -4.4675 4.2644  C233 1.090
246 H 3.8741 -3.9303 2.4004  C234 1.090
247 H 3.9723 -5.6711 2.4559  C234 1.090
248 H 4.0818 -5.1464 0.2605  C235 1.090
249 H 5.5864 -5.9643 0.8410  C235 1.090
250 H 6.8421 -3.7936 0.6393  C236 1.090
251 H 5.2366 -2.9912 0.4310  C236 1.090
252 H 4.4582 -5.1893 -2.1892  C238 1.090
253 H 4.0781 -3.5232 -1.5606  C238 1.090
254 H 5.2531 -4.5081 -4.1138  C239 1.090
255 H 4.3537 -3.0092 -3.9259  C239 1.090
256 H 7.0594 -3.1832 -3.9974  C240 1.090
257 H 6.1148 -1.8376 -3.9737  C240 1.090
258 H 7.7461 -2.6868 -1.7009  C241 1.090
259 H 6.2261 -1.8368 -1.3373  C241 1.090
260 H 6.6401 -6.0570 -1.1537  C242 1.090
261 H 8.0582 -5.0562 -1.0764  C242 1.090
262 H 7.2742 -5.2406 -2.6399  C242 1.090
263 C 1.1512 -7.2805 0.7431  C264 1.541, H273 1.090, H274 1.090, H275 1.090
264 C 0.5251 -6.2305 -0.1957  C263 1.541, C265 1.523, H276 1.090, H277 1.090
265 C 1.1603 -6.3680 -1.5734  C264 1.523, C266 1.562, H278 1.090, H279 1.090
266 C 0.7024 -5.2159 -2.5232  C265 1.562, N267 1.562, H280 1.090, H281 1.090
267 N 0.9714 -5.4251 -4.0476  C266 1.562, C268 1.591, C271 1.531, C272 1.591
268 C 0.2795 -6.7405 -4.6161  N267 1.591, C269 1.483, H282 1.090, H283 1.090
269 C 1.3280 -7.6083 -5.2047  C268 1.483, C270 1.478, H284 1.090, H285 1.090
270 C 2.3080 -6.5913 -5.6392  C269 1.478, C271 1.508, H286 1.090, H287 1.090
271 C 2.4288 -5.6970 -4.4307  N267 1.531, C270 1.508, H288 1.090, H289 1.090
272 C 0.5216 -4.0960 -4.7975  N267 1.591, H290 1.090, H291 1.090, H292 1.090
273 H 0.9623 -8.3065 0.4270  C263 1.090
274 H 0.6363 -7.1685 1.6973  C263 1.090
275 H 2.2335 -7.1523 0.7314  C263 1.090
276 H 0.8435 -5.2722 0.2148  C264 1.090
277 H -0.5623 -6.2765 -0.2544  C264 1.090
278 H 0.8518 -7.3212 -2.0028  C265 1.090
279 H 2.2408 -6.4472 -1.4531  C265 1.090
280 H 1.0957 -4.2265 -2.2894  C266 1.090
281 H -0.3724 -5.1003 -2.3830  C266 1.090
282 H -0.4771 -6.4179 -5.3313  C268 1.090
283 H -0.2186 -7.1695 -3.7467  C268 1.090
284 H 0.9607 -8.1497 -6.0766  C269 1.090
285 H 1.6637 -8.3319 -4.4619  C269 1.090
286 H 2.1638 -6.0488 -6.5735  C270 1.090
287 H 3.2646 -7.0701 -5.8482  C270 1.090
288 H 2.8330 -4.7215 -4.7012  C271 1.090
289 H 2.9804 -6.1271 -3.5948  C271 1.090
290 H 0.7070 -4.2616 -5.8587  C272 1.090
291 H 1.1801 -3.2785 -4.5039  C272 1.090
292 H -0.5158 -3.8059 -4.6309  C272 1.090